{
  "formula": "H2O5PS2",
  "method": "ωB97M-V/def2-TZVPD",
  "species": ["O", "O", "O", "S", "S", "O", "P", "O", "H", "H"],
  "positions_angstrom": [[0.92, 1.22, 0.56], [-0.29, -1.89, 1.49], [-0.15, -2.37, -0.92], [3.46, -0.13, 0.90], [-0.17, -1.40, 0.09], [1.37, 0.32, -1.70], [1.57, -0.02, -0.28], [-1.38, -0.33, -0.15], [-1.12, 0.28, -0.91], [1.32, 1.44, 1.47]],
  "mulliken_charge": [-0.51, -0.61, -0.55, -0.58, 0.97, -0.62, 0.66, -0.47, 0.38, 0.32],
  "lumo_energy_ev": 3.32,
  "e_homo_ev": -4.81,
  "e_tot_ha": -1515.2611,
  "de_lowest_ev": 2.085,
  "charge": -1,
  "homo_lumo_gap_ev": 8.13
}